Record 1
{"formula": "C37H24BrF9N2O3PTi", "method": "ωB97M-V with the def2-TZVPD basis set", "elements": ["Ti", "N", "C", "C", "C", "C", "C", "C", "C", "C", "N", "C", "H", "H", "H", "H", "H", "H", "H", "H", "O", "Br", "C", "C", "C", "C", "C", "C", "C", "O", "O", "H", "H", "H", "H", "F", "C", "F", "F", "C", "C", "C", "C", "C", "C", "P", "C", "C", "C", "C", "C", "C", "C", "F", "F", "F", "C", "C", "C", "C", "C", "C", "C", "F", "F", "F", "H", "H", "H", "H", "H", "H", "H", "H", "H", "H", "H", "H"], "xyz": [[-0.6968, 0.9300, -0.2941], [-2.3900, 2.2731, -0.3026], [-3.6724, 1.6452, -0.3030], [-4.8644, 2.3545, -0.3084], [-6.0742, 1.6782, -0.3138], [-6.0955, 0.2968, -0.3160], [-4.9095, -0.4517, -0.3137], [-4.8983, -1.8727, -0.3155], [-3.6690, -2.5310, -0.3127], [-2.5097, -1.8092, -0.3108], [-2.4255, -0.4166, -0.3071], [-3.6544, 0.2339, -0.3076], [-2.2065, 2.9957, 0.4014], [-2.2006, 2.9780, -1.0236], [-4.8479, 3.4383, -0.3075], [-7.0031, 2.2342, -0.3165], [-7.0470, -0.2218, -0.3200], [-5.8257, -2.4300, -0.3195], [-3.6197, -3.6123, -0.3154], [-1.5295, -2.3161, -0.3162], [1.0348, 0.9393, -0.2213], [1.4780, 6.9420, -3.5685], [1.2213, 6.6486, -1.7086], [1.4714, 7.6800, -0.8204], [1.2822, 7.4580, 0.5367], [0.8490, 6.2208, 0.9880], [0.5999, 5.1917, 0.0916], [0.7896, 5.4118, -1.2670], [0.1249, 3.8429, 0.5993], [-0.0333, 3.6939, 1.8102], [-0.0890, 2.9582, -0.2911], [1.8095, 8.6439, -1.1759], [1.4735, 8.2530, 1.2461], [0.6985, 6.0367, 2.0430], [0.5968, 4.6067, -1.9621], [0.7649, -7.9352, -2.1505], [0.8635, -7.5156, -0.8763], [2.0722, -7.9191, -0.4287], [-0.0516, -8.2107, -0.1669], [0.6786, -6.0368, -0.7354], [0.6576, -5.4761, 0.5323], [0.5023, -4.1076, 0.6864], [0.3731, -3.2791, -0.4231], [0.3803, -3.8564, -1.6903], [0.5380, -5.2216, -1.8500], [0.1623, -1.4516, -0.3150], [0.3809, -1.0843, 1.4928], [-0.7487, -1.0814, 2.3115], [-0.6426, -0.8282, 3.6759], [0.5912, -0.5673, 4.2358], [1.7258, -0.5652, 3.4296], [1.6194, -0.8143, 2.0791], [0.7238, -0.3263, 5.7075], [-0.4273, 0.0843, 6.2711], [1.0948, -1.4481, 6.3708], [1.6525, 0.6049, 5.9926], [1.7134, -0.8905, -1.1628], [1.6427, 0.3794, -1.8923], [2.7389, 0.8377, -2.5952], [3.9335, 0.0896, -2.5910], [4.0185, -1.0939, -1.9096], [2.8957, -1.5788, -1.1962], [5.1036, 0.5685, -3.3875], [5.0837, 0.1054, -4.6637], [5.1564, 1.9123, -3.4820], [6.2889, 0.1762, -2.8710], [0.7625, -6.1049, 1.4076], [0.4881, -3.6980, 1.6886], [0.2711, -3.2344, -2.5710], [0.5512, -5.6459, -2.8441], [-1.7276, -1.2834, 1.9019], [-1.5323, -0.8373, 4.2906], [2.6981, -0.3631, 3.8594], [2.5164, -0.7971, 1.4745], [0.7158, 0.9925, -1.9517], [2.6728, 1.7655, -3.1457], [4.9358, -1.6672, -1.9188], [2.9943, -2.5209, -0.6666]], "charge": -1, "multiplicity": 3, "gap_ha": [0.199, 0.248], "total_energy_ev": -174787.2446, "max_force_ev_per_a": 4.12, "homo_energy_ev": [-3.18, -4.56]}

=====

Record 2
{"formula": "C8H11F", "method": "ωB97M-V with the def2-TZVPD basis set", "elements": ["C", "C", "C", "C", "C", "C", "C", "C", "F", "H", "H", "H", "H", "H", "H", "H", "H", "H", "H", "H"], "xyz": [[3.3021, 0.6584, 0.8221], [2.6849, -0.1760, -0.0350], [0.5053, 0.3230, 0.8614], [1.1828, -0.3961, 0.0806], [-2.2415, 0.4770, -0.8832], [-3.1033, 0.9422, 0.3177], [-2.1014, -0.0861, 0.4501], [0.5424, -1.5231, -0.6595], [-2.3365, -1.3924, 0.9050], [4.3646, 0.7137, 0.8700], [2.8057, 1.3509, 1.4628], [3.1601, -0.4480, -0.9834], [0.7741, 1.2295, 1.3321], [-2.5603, -0.1545, -1.7344], [-1.4333, 1.0905, -1.0907], [-2.7857, 1.8708, 0.5639], [-4.1022, 0.7490, 0.4239], [1.0738, -2.4989, -0.5494], [0.7276, -1.3295, -1.7158], [-0.4591, -1.4003, -0.4383]], "charge": 0, "gap_ha": [0.329, 0.320], "total_energy_ev": -11184.0387, "max_force_ev_per_a": 4.25, "e_above_lowest_kj_mol": 542.0, "homo_energy_ev": [-8.55, -8.36]}

=====

Record 3
{"formula": "C6H10O", "method": "ωB97M-V with the def2-TZVPD basis set", "elements": ["C", "C", "C", "C", "C", "C", "O", "H", "H", "H", "H", "H", "H", "H", "H", "H", "H"], "xyz": [[-2.0626, -1.2607, -2.3674], [-2.0766, -0.3148, -1.1448], [-0.6886, 0.1615, -0.8070], [0.3359, -0.5137, -0.2620], [1.3285, 0.3148, 0.4853], [1.5324, 0.2447, 1.8036], [2.0832, 1.2956, 2.5059], [-1.6649, -0.7797, -3.2729], [-1.5793, -2.1621, -1.9626], [-3.0331, -1.4461, -2.8497], [-2.6173, 0.5655, -1.5287], [-2.6808, -0.6841, -0.3280], [-0.3515, 1.1089, -1.2160], [0.4962, -1.5987, -0.1943], [1.8725, 1.0446, -0.1076], [1.1719, -0.5737, 2.4236], [1.4406, 1.9820, 2.6665]], "charge": 0, "smiles": "CC/C=C/C=C/O", "gap_ha": 0.347, "total_energy_ev": -8428.8025, "max_force_ev_per_a": 2.71, "e_above_lowest_kj_mol": 235.2, "homo_energy_ev": -8.43}

=====

Record 4
{"formula": "C37H41I2N6OV", "method": "ωB97M-V with the def2-TZVPD basis set", "elements": ["V", "I", "C", "I", "H", "H", "C", "C", "C", "C", "C", "C", "C", "N", "C", "N", "C", "C", "C", "C", "C", "C", "C", "N", "C", "C", "C", "C", "C", "C", "C", "H", "H", "H", "H", "H", "H", "H", "H", "H", "H", "H", "H", "H", "H", "H", "H", "H", "H", "H", "H", "H", "H", "C", "C", "O", "N", "C", "C", "C", "C", "C", "C", "N", "H", "H", "H", "H", "H", "H", "H", "H", "H", "H", "N", "C", "C", "C", "C", "C", "C", "H", "H", "H", "H", "H", "H", "H"], "xyz": [[0.0443, -0.3770, 0.9186], [-0.5485, 1.3709, 3.2367], [-2.2880, 1.4120, 4.4538], [-3.3026, -0.3667, 4.8420], [-2.9674, 2.1152, 3.9898], [-1.9006, 1.7957, 5.3899], [0.1059, 2.6075, -5.0379], [0.9581, 3.5438, -4.2274], [1.7258, 4.5294, -4.8404], [2.5176, 5.3958, -4.1019], [2.5394, 5.3057, -2.7178], [1.7694, 4.3453, -2.0798], [1.0063, 3.4675, -2.8378], [0.1777, 2.4842, -2.1935], [0.5415, 1.6619, -1.1935], [1.8629, 1.4628, -1.0045], [2.5342, 1.1118, 0.1977], [1.8542, 0.5054, 1.2527], [2.5951, 0.3077, 2.4372], [3.9315, 0.6337, 2.5272], [4.5798, 1.1692, 1.4163], [3.9064, 1.4232, 0.2353], [4.6240, 2.0180, -0.9472], [-0.3684, 1.0322, -0.4521], [-1.7540, 1.3486, -0.7556], [-2.4094, 2.2695, 0.0601], [-3.7486, 2.5561, -0.1378], [-4.4364, 1.9222, -1.1683], [-3.7728, 1.0336, -1.9938], [-2.4188, 0.7312, -1.8155], [-1.7397, -0.2089, -2.7774], [0.3083, 2.7259, -6.0999], [-0.9617, 2.7990, -4.8934], [0.2944, 1.5647, -4.7744], [1.7050, 4.6116, -5.9197], [3.1086, 6.1479, -4.6060], [3.1337, 5.9937, -2.1318], [1.7384, 4.3023, -0.9979], [-0.7914, 2.4447, -2.4709], [2.4361, 1.9503, -1.6783], [2.1148, -0.1503, 3.2960], [4.4771, 0.4688, 3.4465], [5.6347, 1.4092, 1.4717], [5.6956, 2.0514, -0.7640], [4.2985, 3.0402, -1.1557], [4.4772, 1.4335, -1.8598], [-1.8557, 2.7623, 0.8480], [-4.2487, 3.2760, 0.4957], [-5.4844, 2.1321, -1.3334], [-4.3103, 0.5557, -2.8043], [-2.3491, -1.1011, -2.9360], [-0.7548, -0.5178, -2.4341], [-1.6248, 0.2634, -3.7556], [0.1852, -3.5829, -2.0101], [0.8387, -2.8018, -0.9142], [0.4534, -1.6338, -0.6517], [1.8403, -3.3554, -0.2532], [2.5432, -2.7163, 0.8593], [1.7524, -2.7796, 2.1409], [2.2487, -3.4453, 3.2404], [1.4898, -3.5157, 4.4022], [0.2364, -2.9371, 4.4154], [-0.1952, -2.2872, 3.2747], [0.5386, -2.1791, 2.1554], [-0.6590, -3.0280, -2.4055], [-0.1534, -4.5502, -1.6368], [0.9009, -3.7628, -2.8138], [2.0702, -4.3112, -0.4825], [2.7669, -1.6839, 0.5904], [3.4867, -3.2437, 0.9756], [3.2266, -3.9044, 3.1879], [1.8765, -4.0186, 5.2787], [-0.4040, -2.9709, 5.2850], [-1.1674, -1.8160, 3.2464], [-2.0942, -1.2499, 0.6735], [-2.8274, -2.3348, 1.2857], [-2.2521, -3.5965, 1.3382], [-2.9477, -4.6431, 1.9270], [-4.2100, -4.4276, 2.4654], [-4.7787, -3.1638, 2.3972], [-4.0912, -2.1138, 1.8030], [-2.6875, -0.4366, 0.5249], [-1.8207, -1.5255, -0.2704], [-1.2651, -3.7613, 0.9216], [-2.5039, -5.6292, 1.9647], [-4.7517, -5.2437, 2.9228], [-5.7674, -2.9930, 2.8020], [-4.5386, -1.1287, 1.7424]], "charge": 2, "multiplicity": 3, "gap_ha": [0.263, 0.292], "total_energy_ev": -91902.4589, "max_force_ev_per_a": 0.83, "e_above_lowest_kj_mol": 41.4, "homo_energy_ev": [-13.15, -13.19]}